Record 1
C4H8N2O | the ωB97M-V functional and the def2-TZVPD basis

Structure (ORCA input):
```
! wB97M-V def2-TZVPD RIJCOSX def2/J DEFGRID3
* xyz 0 1
N 1.69178 -0.46536 -1.24064
C 1.19577 -0.39513 0.05931
O 0.46148 -1.51553 0.32863
C 1.33416 0.63437 0.89924
N -1.54048 1.08392 0.73035
C -2.18801 0.01760 0.59849
C -1.76612 0.55057 -0.67872
H 1.80433 -1.41897 -1.55677
H 2.52935 0.08233 -1.37524
H 0.85539 0.62599 1.86970
H 1.83131 1.54635 0.59076
H -0.16628 -1.29181 1.02742
H -2.67835 -0.71317 1.23281
H -0.89942 0.13811 -1.19622
H -2.46490 1.12072 -1.28912
*
```

Results
largest force on an atom: 0.0113 Eh/bohr
lowest unoccupied orbital energy: 0.89 eV
HOMO: -0.2974 Eh
gap between HOMO and LUMO: 8.99 eV
energy above the lowest of the compared OMol25 structures with the same formula, charge and spin: 3.897 eV

Record 2
C5H2O | the ωB97M-V functional and the def2-TZVPD basis

Structure (ORCA input):
```
! wB97M-V def2-TZVPD RIJCOSX def2/J DEFGRID3
* xyz 0 1
O 0.13549 -1.98525 -0.42367
C 0.03668 -0.80158 -0.16565
C 1.17140 0.04452 -0.01404
C 2.13868 0.80667 0.12403
C -1.20619 -0.08804 0.02203
C -2.24043 0.49681 0.17752
H 3.13661 0.53220 -0.03084
H -3.17224 0.99467 0.31063
*
```

Results
largest force on an atom: 0.0710 Eh/bohr
lowest unoccupied orbital energy: -0.78 eV
HOMO: -0.4001 Eh
gap between HOMO and LUMO: 10.11 eV
energy above the lowest of the compared OMol25 structures with the same formula, charge and spin: 0.983 eV

Record 3
C31H56Cl8N2O4PS2 | the ωB97M-V functional and the def2-TZVPD basis

Structure (ORCA input):
```
! wB97M-V def2-TZVPD RIJCOSX def2/J DEFGRID3
* xyz 1 1
C -3.47146 -5.28012 -4.70695
C -2.91373 -4.23904 -3.58792
C -2.39219 -2.93008 -4.35353
C -1.41379 -1.94552 -3.57100
C -0.31449 -2.71882 -2.64620
C 0.42801 -3.92498 -3.38523
C 1.50086 -4.67326 -2.40337
C 0.84130 -5.26142 -1.06670
C -0.13457 -6.52392 -1.28448
C 2.08368 -5.79778 -0.14999
C 0.72074 -1.52125 -2.20255
C 1.81057 -1.16641 -3.33931
N 3.17783 -1.74816 -3.07931
C -0.02970 -0.29060 -1.53000
C 1.07848 0.71600 -0.98837
O 0.87252 0.84372 0.46199
C 1.63893 1.91381 1.00281
C 2.88224 2.58770 0.38192
C 3.65815 3.79734 1.01430
C 4.90837 4.41085 0.20377
C 3.15450 4.36092 2.36861
C 1.92909 3.67383 3.03163
C 1.15165 2.46231 2.40032
C -0.10259 1.79642 3.15070
C -1.53789 2.25487 2.58309
C 0.05365 2.01805 4.76006
N -1.15819 0.34436 -2.34737
S -0.50699 1.28007 -3.74016
C -1.65373 1.46927 -1.47676
C -3.11638 2.03912 -1.69447
O -4.05390 2.08748 -0.87555
O -3.37342 2.65943 -2.97438
C -2.14857 -0.71126 -2.76089
O -3.09964 -0.21414 -3.75755
P -3.17198 -1.57164 -1.43858
S -3.29697 -0.83979 0.33968
H -3.66638 -6.32633 -4.28098
H -4.51506 -4.87694 -5.01018
H -2.84914 -5.27719 -5.66635
H -2.18412 -4.70972 -2.85169
H -3.85504 -3.91949 -2.99159
H -1.76152 -3.34091 -5.23977
H -3.30551 -2.46536 -4.85904
H -0.75093 -1.47125 -4.40027
H -0.73419 -3.12111 -1.66688
H 1.05795 -3.60197 -4.30330
H -0.25146 -4.76065 -3.76505
H 2.36385 -3.99876 -2.09020
H 1.87089 -5.58804 -3.00989
H 0.29680 -4.49789 -0.41257
H 0.12752 -7.29482 -0.46182
H -1.22228 -6.22645 -1.08988
H 0.05714 -6.97426 -2.31470
H 2.77610 -4.87666 -0.01881
H 2.65799 -6.65322 -0.63696
H 1.72596 -6.04322 0.92247
H 1.33667 -2.01485 -1.35052
H 1.44352 -1.49885 -4.38629
H 1.99694 -0.02844 -3.45339
H 3.35637 -1.85198 -2.07210
H 3.24056 -2.66681 -3.56090
H -0.57126 -0.71179 -0.59229
H 1.08339 1.76326 -1.44033
H 2.16619 0.32835 -1.08426
H 3.26279 2.20874 -0.62223
H 5.91033 3.94985 0.49661
H 4.91471 5.55056 0.40677
H 4.73411 4.32100 -0.93615
H 3.70178 5.26493 2.81154
H 1.57484 4.10286 4.02938
H 0.01751 0.65240 3.00694
H -1.36356 2.75483 1.57243
H -2.17043 1.29259 2.47539
H -2.00156 2.95680 3.36867
H -0.57347 1.25890 5.35063
H 1.16543 1.89392 5.04381
H -0.32151 3.07512 4.98410
H -0.76512 0.61382 -4.91992
H -1.54068 1.27560 -0.34044
H -0.97983 2.40158 -1.64398
H -4.26415 2.37971 -3.28529
H -2.71723 -0.26198 -4.65733
H -2.81593 -2.96390 -1.21540
H -4.53353 -1.65420 -1.94679
C -6.75016 2.88882 1.15508
Cl -8.41037 2.80263 1.75568
Cl -5.99076 4.42441 1.59050
H -6.17377 2.07355 1.58989
H -6.76099 2.79519 0.07031
C 3.94927 4.28926 5.85451
Cl 2.28242 4.20346 6.44065
Cl 4.70319 5.82643 6.29254
H 4.52208 3.47606 6.29614
H 3.94741 4.19222 4.77013
C 2.81416 -0.32340 6.66289
Cl 2.37252 -0.59376 4.97189
Cl 3.21074 1.37526 6.96220
H 1.97620 -0.60783 7.29765
H 3.68222 -0.93606 6.90178
C 0.55347 7.25789 5.44856
Cl 1.52682 6.50969 4.17610
Cl 1.54550 8.27596 6.49778
H -0.21922 7.87143 4.98766
H 0.09344 6.47363 6.04859
*
```

Results
largest force on an atom: 0.0968 Eh/bohr
lowest unoccupied orbital energy: -3.72 eV
HOMO: -0.3755 Eh
gap between HOMO and LUMO: 6.50 eV

Record 4
C9H14 | the ωB97M-V functional and the def2-TZVPD basis

Structure (ORCA input):
```
! wB97M-V def2-TZVPD RIJCOSX def2/J DEFGRID3
* xyz 1 2
C -0.27379 2.01458 1.97705
C 0.60180 0.85741 -1.46705
C -0.20488 1.15830 -0.40237
C 2.00324 0.72639 -1.36698
C 0.45051 1.42026 0.82471
C 2.66416 1.10510 -0.18500
C 1.88117 1.45567 0.88277
H 0.11735 0.58215 -2.39646
H -1.26720 1.11312 -0.58980
H 2.36906 0.21795 -2.25415
H 3.74318 1.11916 -0.13346
H 0.23175 2.96762 2.18883
H -0.14199 1.44120 2.90185
H 2.32836 1.72569 1.82635
H -1.33224 2.22584 1.87429
C -1.00730 -2.47578 -0.82464
C -2.33467 -2.54864 -0.06461
H -0.29886 -3.30593 -0.70409
H -1.17720 -2.45823 -1.90145
H -0.34728 -1.65327 -0.55379
H -2.31843 -1.82810 0.75270
H -2.50438 -3.55074 0.31832
H -3.18236 -2.30975 -0.70303
*
```

Results
largest force on an atom: 0.0363 Eh/bohr
lowest unoccupied orbital energy (alpha / beta): -4.45 / -8.26 eV
<S²>: 0.768
HOMO (alpha / beta): -0.5306 / -0.5304 Eh
gap between HOMO and LUMO (alpha / beta): 9.99 / 6.18 eV
energy above the lowest of the compared OMol25 structures with the same formula, charge and spin: 0.534 eV

Record 5
C4H6FNO5Tl | the ωB97M-V functional and the def2-TZVPD basis

Structure (ORCA input):
```
! wB97M-V def2-TZVPD RIJCOSX def2/J DEFGRID3
* xyz 3 1
Tl -24.80368 -13.62205 -15.43548
C -29.64529 -12.36603 -18.61408
C -28.85983 -11.38124 -19.51999
O -27.50923 -11.70617 -19.17231
C -27.53238 -12.13328 -17.92075
O -26.57341 -12.13476 -17.17638
O -28.76444 -12.49474 -17.51970
F -29.11826 -10.15048 -19.08114
H -29.70069 -13.37043 -19.12072
H -30.65159 -12.09757 -18.26091
H -29.02981 -11.43148 -20.59986
C -22.16457 -18.17713 -15.28615
N -23.57324 -17.78518 -15.35974
O -23.99157 -16.61127 -15.31259
O -24.45362 -18.59595 -15.41982
H -21.58152 -17.56536 -15.98207
H -22.11288 -19.24060 -15.55286
H -21.85763 -17.99990 -14.24879
*
```

Results
largest force on an atom: 0.0147 Eh/bohr
lowest unoccupied orbital energy: -19.54 eV
HOMO: -0.7949 Eh
gap between HOMO and LUMO: 2.09 eV

Record 6
C22H29Br2N5 | the ωB97M-V functional and the def2-TZVPD basis

Structure (ORCA input):
```
! wB97M-V def2-TZVPD RIJCOSX def2/J DEFGRID3
* xyz 0 1
Br -0.56256 2.45156 1.33381
C -0.83584 0.52029 0.82531
C 0.53552 -0.11378 0.59005
Br 0.24461 -1.95204 -0.12807
H -1.40200 0.49880 -0.10586
H -1.31346 0.11447 1.71710
H 1.20505 -0.29977 1.42984
H 1.11218 0.46927 -0.12803
N -2.37181 -4.20888 0.00213
C -3.54516 -4.56789 -0.72107
C -3.49180 -3.79286 -1.86231
C -2.27829 -3.07170 -1.87132
C -1.62904 -3.30054 -0.70796
H -2.08187 -4.61056 0.88229
H -4.21832 -5.33057 -0.35833
H -4.19783 -3.91960 -2.66969
H -1.98791 -2.34631 -2.61690
H -0.72025 -2.81591 -0.38296
N -1.33550 -0.29790 -4.32822
C -2.21433 -0.92510 -3.49514
C -1.83006 -0.74010 -2.21427
C -0.74232 0.11325 -2.25253
C -0.39506 0.41354 -3.55494
H -1.56609 -0.23475 -5.30952
H -3.02608 -1.48884 -3.93062
H -2.33429 -1.02440 -1.30250
H -0.27689 0.50521 -1.36026
H 0.29087 1.05844 -4.08409
N 2.14533 4.77053 2.99098
C 0.81242 5.03625 3.12176
C 0.04389 3.94149 2.89400
C 0.97202 2.93417 2.62037
C 2.25584 3.45942 2.59915
H 2.88999 5.43996 3.12301
H 0.54639 6.05974 3.34108
H -1.02820 3.81240 2.91310
H 0.70672 1.91225 2.39298
H 3.18366 2.93565 2.42246
N 1.54818 -1.06399 3.17513
C 0.40147 -1.51433 3.66501
C -0.34410 -0.48726 4.02724
C 0.21609 0.69823 3.54471
C 1.47871 0.28467 3.13435
H 2.40249 -1.57553 3.00612
H 0.36743 -2.56895 3.89531
H -1.38971 -0.59089 4.27698
H -0.15747 1.71099 3.51044
H 2.28454 0.90484 2.77046
N 1.59537 -0.69807 -2.96849
C 1.64733 -0.12223 -1.70460
C 2.38435 1.04707 -1.79034
C 2.73257 1.19764 -3.11282
C 2.33466 0.08508 -3.79883
H 1.16711 -1.58340 -3.19848
H 1.23167 -0.55955 -0.80884
H 2.64205 1.72851 -0.99308
H 3.30708 1.93934 -3.64783
H 2.59065 -0.23732 -4.79729
*
```

Results
largest force on an atom: 0.2692 Eh/bohr
lowest unoccupied orbital energy: 0.45 eV
HOMO: -0.2491 Eh
gap between HOMO and LUMO: 7.23 eV
energy above the lowest of the compared OMol25 structures with the same formula, charge and spin: 18.687 eV

Record 7
C32H76BrNO15S | the ωB97M-V functional and the def2-TZVPD basis

Structure (ORCA input):
```
! wB97M-V def2-TZVPD RIJCOSX def2/J DEFGRID3
* xyz 0 1
C -1.55495 -1.96705 3.63541
C -1.24033 -3.35302 4.25652
C -0.66246 -4.38773 3.25042
C 0.85339 -4.69359 3.44295
C 1.78904 -4.20208 2.28476
C 1.40084 -2.78838 1.89778
C 1.72540 -1.74505 2.75071
C 1.35263 -0.48483 2.37474
C 0.65494 -0.21479 1.21368
C 0.34091 1.26523 0.96833
C 1.66449 2.07976 1.14384
C 1.75432 2.81539 2.50051
Br 1.84021 3.41566 -0.31329
C 0.30256 -1.24167 0.36132
C 0.71176 -2.51497 0.74306
S 0.31537 -3.86364 -0.35183
C -1.22838 -3.30887 -1.03641
C -2.16256 -4.25854 -1.34895
C -3.35308 -3.86788 -1.90245
C -3.55112 -2.52897 -2.11188
C -2.63192 -1.56339 -1.77025
C -3.05620 -0.13382 -2.10464
C -2.74107 0.97086 -1.07990
C -3.62631 2.20152 -1.43744
C -2.87557 3.18787 -2.37137
C -3.60072 3.49988 -3.70684
C -2.57103 3.73359 -4.83017
C -1.65203 4.94631 -4.55514
C -0.35689 4.56592 -3.78799
C 0.95970 5.14642 -4.34856
C 1.77193 4.08317 -5.12352
C 0.91664 3.27178 -6.16276
O 1.70085 2.89335 -7.29028
C 2.82577 2.12857 -6.82679
C -1.41296 -1.95064 -1.20312
N -0.41447 -0.97076 -0.86121
H -2.60129 -1.67772 3.75846
H -1.33909 -1.90510 2.56216
H -0.96461 -1.18149 4.11458
H -2.19152 -3.75745 4.61605
H -0.57729 -3.20664 5.11196
H -0.93445 -4.14709 2.21903
H -1.18710 -5.32404 3.48784
H 1.16781 -4.12997 4.32441
H 1.02875 -5.75669 3.63854
H 2.80508 -4.17919 2.68556
H 1.73069 -4.91581 1.46235
H 2.26211 -1.95454 3.67947
H 1.62609 0.31232 3.06243
H -0.29182 1.56996 1.80838
H -0.12332 1.46877 0.00878
H 2.54584 1.44433 1.06941
H 1.90878 3.88797 2.35995
H 2.63263 2.47517 3.07165
H 0.89257 2.63834 3.14766
H -1.92051 -5.30031 -1.15683
H -4.08722 -4.62204 -2.16445
H -4.49253 -2.25088 -2.58057
H -2.68852 0.11193 -3.11202
H -4.14804 -0.16899 -2.19538
H -1.69260 1.23370 -1.20834
H -2.93213 0.61562 -0.06330
H -4.58181 1.87900 -1.86034
H -3.80739 2.73174 -0.49422
H -2.67416 4.12075 -1.83384
H -1.89863 2.75844 -2.61573
H -4.26043 4.36907 -3.60002
H -4.23955 2.65764 -4.00636
H -1.94156 2.84853 -4.98744
H -3.13976 3.93189 -5.74862
H -2.21162 5.67809 -3.95739
H -1.39095 5.45613 -5.49034
H -0.27288 3.47389 -3.76401
H -0.47596 4.94148 -2.76511
H 1.57724 5.40890 -3.47886
H 0.83201 6.07035 -4.92407
H 2.65045 4.53923 -5.58741
H 2.11100 3.38020 -4.35254
H 0.49863 2.38255 -5.67402
H 0.09128 3.92569 -6.46122
H 2.60781 1.57604 -5.89811
H 3.09168 1.42229 -7.61898
H 3.66107 2.82465 -6.68709
H 0.25816 -0.87645 -1.62031
O 0.05891 -5.88834 6.45687
H -0.49121 -6.29870 5.77632
H 0.95127 -6.17898 6.24689
O -2.88635 -6.78022 5.53500
H -2.95619 -6.70089 6.49215
H -3.56673 -7.42343 5.29894
O 4.27478 -5.81701 1.37121
H 4.00920 -5.07891 0.81238
H 4.86509 -6.33494 0.81376
O 3.58570 1.13744 4.79942
H 4.30248 1.75728 4.97012
H 4.02046 0.27799 4.73775
O 2.53673 -4.15445 -3.38869
H 2.08312 -3.42978 -3.82936
H 2.09675 -4.22397 -2.53332
O -0.72899 5.17644 1.85186
H -0.99511 5.91177 1.29060
H -0.15312 4.64641 1.28930
O -2.78259 -0.29587 5.91107
H -2.24058 0.06437 6.62056
H -3.20890 0.47650 5.52559
O -2.83861 7.67165 -3.47894
H -3.75214 7.92092 -3.65399
H -2.32668 8.43934 -3.75464
O 5.19712 -1.18562 3.96087
H 4.60743 -1.55520 3.28770
H 6.07522 -1.47909 3.69329
O 1.53584 0.84777 -3.93809
H 1.47950 0.94534 -2.98085
H 0.83484 0.21949 -4.14562
O 3.63371 6.51822 -1.57524
H 4.49579 6.39605 -1.16562
H 3.04878 5.94241 -1.07171
O 3.23359 -3.27944 5.06195
H 3.94070 -2.64060 5.22787
H 3.68020 -4.13299 5.08411
O -5.71095 -7.54164 4.20769
H -5.82497 -7.96039 3.34872
H -6.19604 -6.71349 4.13540
O 5.32609 1.17536 1.50324
H 4.81662 1.91572 1.15676
H 4.95346 1.01943 2.38031
*
```

Results
largest force on an atom: 0.0357 Eh/bohr
lowest unoccupied orbital energy: -0.06 eV
HOMO: -0.3006 Eh
gap between HOMO and LUMO: 8.12 eV
energy above the lowest of the compared OMol25 structures with the same formula, charge and spin: 0.869 eV

Record 8
C3H4N4O | the ωB97M-V functional and the def2-TZVPD basis

Structure (ORCA input):
```
! wB97M-V def2-TZVPD RIJCOSX def2/J DEFGRID3
* xyz 0 1
C -0.80984 -1.05573 -0.09469
C -1.06462 1.51049 -0.58063
C 1.49649 0.34089 0.59730
H 0.58799 -2.56580 0.20036
H -1.65699 -1.88668 -0.13470
H -1.81514 1.90948 -1.20461
H 2.29384 1.05968 0.39210
N 0.36267 -1.65810 0.14849
N -1.40955 0.13485 -0.27065
N 0.09896 2.05796 -0.12912
N 1.51430 -0.95327 0.35125
O 0.40189 1.10624 0.72489
*
```

Results
largest force on an atom: 0.1260 Eh/bohr
lowest unoccupied orbital energy: 0.16 eV
HOMO: -0.3370 Eh
gap between HOMO and LUMO: 9.33 eV
energy above the lowest of the compared OMol25 structures with the same formula, charge and spin: 6.577 eV